DFT (the ωB97M-V functional and the def2-TZVPD basis) results for a molecular structure, C50H81AsMoN2P2Si7.

Computed properties:
Electronic energy = -192554.4129 eV
ΔE to the lowest compared entry with this formula, charge and spin = 0.686 eV
E_HOMO = -13.06 eV
E_LUMO = -5.96 eV
Total charge = +2

```
144
Properties=species:S:1:pos:R:3:forces:R:3
Mo 0.142515 -0.529648 0.118986 0.2050 0.4431 -0.7428
C -1.610616 -1.356431 4.031237 -0.1260 -0.0235 0.0247
Si -0.060049 -0.352102 3.742912 0.1953 -0.1109 -0.1964
C 1.161957 -0.906883 5.038343 0.0792 -0.0724 0.0739
C -0.462981 1.438912 3.976441 -0.0088 0.1625 0.0683
N 0.663722 -0.529127 2.046853 0.1677 0.1185 0.4726
P 2.308865 -0.228004 1.718486 -0.2809 0.1852 0.1239
C 1.970274 0.248413 0.087402 -0.1973 -0.5126 0.1828
P 2.388935 -0.016785 -1.562709 0.0123 0.1017 -0.0293
N 0.871353 -0.327791 -2.066092 -0.2528 -0.0722 0.0968
Si 0.383417 -0.124693 -3.789845 0.1855 0.0418 0.1029
C -1.444639 -0.288441 -3.922428 -0.2117 -0.0320 0.0436
C 1.167619 -1.392616 -4.915938 0.0289 -0.1302 -0.0849
C 0.806179 1.521283 -4.575560 0.0025 0.1481 -0.0146
C 3.306994 1.333430 -2.335911 0.1036 -0.0085 0.0276
C 3.972774 1.092411 -3.541882 0.0773 -0.0301 0.0565
C 4.737096 2.085537 -4.127663 0.0076 0.0088 0.0005
C 4.869147 3.320910 -3.502791 -0.0021 0.0053 -0.0149
C 4.229621 3.562864 -2.296330 -0.0110 0.0089 -0.0049
C 3.449637 2.571493 -1.718107 -0.0575 0.0395 -0.0185
C 3.607112 -1.323089 -1.749886 0.0152 -0.0523 -0.0459
C 4.867455 -1.142592 -1.175423 0.0201 0.0227 -0.0197
C 5.891599 -2.025946 -1.463236 0.0003 -0.0125 -0.0119
C 5.679563 -3.063697 -2.367832 0.0201 0.0087 0.0329
C 4.437400 -3.229179 -2.958083 -0.0400 -0.0333 0.0410
C 3.394542 -2.369006 -2.635333 -0.0515 -0.0784 0.0199
C 3.351243 -1.651281 2.018132 0.0598 -0.0642 0.0284
C 4.738991 -1.477365 2.086606 -0.0170 -0.0098 0.0299
C 5.551324 -2.538774 2.436299 -0.0083 -0.0260 0.0049
C 4.984526 -3.768062 2.761830 0.0195 -0.0100 0.0074
C 3.612304 -3.941851 2.695596 0.0225 0.0252 0.0232
C 2.796639 -2.891227 2.297375 0.0458 0.0089 0.0075
C 3.158245 1.034922 2.676514 0.0810 0.0612 0.0653
C 3.681213 0.754050 3.945803 -0.0462 0.0097 -0.0036
C 4.408096 1.713742 4.625817 0.0192 0.0137 -0.0044
C 4.660820 2.948840 4.036397 0.0086 0.0168 0.0195
C 4.206031 3.211650 2.754073 0.0238 -0.0060 0.0134
C 3.464479 2.253065 2.080493 -0.0026 -0.0113 -0.0335
H -1.507238 -1.841802 5.004506 -0.0321 0.0421 -0.0163
H -2.480632 -0.695848 4.079331 0.0340 -0.0588 -0.0232
H -1.822496 -2.132279 3.305492 0.0264 -0.0463 0.0631
H 0.570376 -1.291638 5.874000 0.0545 0.0142 -0.0194
H 1.759264 -0.080478 5.420157 -0.0592 -0.0355 0.0149
H 1.830917 -1.712687 4.725702 -0.0062 0.0362 0.0174
H -1.023116 1.543793 4.912153 0.0333 -0.0135 -0.0519
H -1.084353 1.843053 3.171838 0.0114 0.0038 0.0521
H 0.439379 2.048852 4.068500 -0.0783 -0.0168 0.0050
H -1.808449 -1.195326 -3.445687 -0.0474 -0.0349 -0.0473
H -1.736993 -0.325430 -4.977033 0.0583 0.0306 0.0733
H -1.940908 0.580486 -3.479464 -0.0358 -0.0545 0.0031
H 0.908599 -2.430438 -4.697403 0.0237 0.0740 -0.0362
H 2.255102 -1.316556 -4.986867 -0.0459 0.0143 -0.0042
H 0.772225 -1.167419 -5.912537 0.0263 -0.0378 0.0354
H 0.006624 2.247554 -4.420642 0.0396 -0.0154 -0.0140
H 0.861579 1.327536 -5.652273 -0.0126 0.0350 0.0429
H 1.746521 1.988603 -4.287978 -0.0969 -0.0285 -0.0466
H 3.906217 0.123135 -4.023073 -0.0102 0.0086 0.0204
H 5.241930 1.894871 -5.065929 -0.0152 0.0026 0.0250
H 5.476906 4.093046 -3.956887 -0.0145 -0.0172 0.0108
H 4.333911 4.523866 -1.808348 -0.0014 -0.0310 -0.0130
H 2.924466 2.774215 -0.793982 0.0368 -0.0098 -0.0314
H 5.059881 -0.288599 -0.533703 -0.0201 -0.0231 -0.0152
H 6.866795 -1.891060 -1.011643 -0.0378 -0.0024 -0.0151
H 6.492029 -3.734786 -2.617521 -0.0246 0.0222 0.0068
H 4.276644 -4.029235 -3.670179 -0.0007 0.0107 0.0090
H 2.421196 -2.501341 -3.082224 0.0840 0.0135 0.0357
H 5.182775 -0.508247 1.895100 -0.0116 -0.0109 0.0013
H 6.624318 -2.404035 2.484681 -0.0281 -0.0063 0.0000
H 5.619267 -4.589973 3.069083 -0.0185 0.0282 -0.0092
H 3.178081 -4.903060 2.943339 0.0159 0.0388 0.0027
H 1.730627 -3.031004 2.198156 -0.0337 -0.0095 0.0177
H 3.549316 -0.220263 4.392737 0.0150 0.0267 -0.0329
H 4.800276 1.491592 5.610074 -0.0107 0.0081 -0.0272
H 5.238899 3.693250 4.569945 -0.0259 -0.0281 -0.0176
H 4.435201 4.155333 2.274823 -0.0081 -0.0378 0.0157
H 3.138397 2.435592 1.071863 -0.0254 0.0286 -0.0260
C -2.398517 -0.761151 1.169882 0.4466 -0.0035 0.2182
Si -2.288292 -0.160888 -0.618760 0.0835 0.4500 -0.2796
C -3.568228 -0.978415 -1.689173 -0.0203 -0.1841 -0.0181
C -2.912962 1.579437 -0.405841 -0.3016 -0.0590 -0.2202
C -4.272671 1.879529 -0.561431 0.0056 0.0400 -0.0348
C -4.759926 3.133213 -0.227191 0.0320 0.0197 0.0317
C -3.890489 4.107856 0.250179 -0.0374 -0.0266 -0.0305
C -2.542946 3.819678 0.399030 -0.0190 -0.0366 0.0137
C -2.047542 2.548667 0.080770 0.0041 0.2932 0.2516
Si -0.214660 2.244787 -0.012535 -0.1336 -0.4244 0.1626
C 0.215262 2.951569 -1.671330 -0.0632 -0.0103 -0.2112
C 0.607003 3.279099 1.299254 0.0986 0.0421 0.1081
H -3.470801 -0.563115 1.302048 0.0478 -0.0122 -0.0707
H -1.913925 -0.105461 1.893024 -0.1700 -0.0099 -0.0078
H -2.201812 -1.799567 1.400910 -0.1088 -0.0201 0.0307
H -4.460062 -1.087352 -1.067152 -0.0140 -0.0125 -0.0455
H -3.320589 -1.951627 -2.092221 0.0297 -0.0815 -0.0241
H -3.812432 -0.313640 -2.516408 -0.0062 -0.0263 0.0117
H -4.968831 1.135927 -0.933516 0.0435 0.0401 0.0005
H -5.814592 3.353173 -0.338611 0.0423 -0.0050 -0.0061
H -4.262739 5.094726 0.496454 0.0044 -0.0379 -0.0025
H -1.884190 4.610396 0.742692 -0.0410 -0.0669 0.0004
H -0.664592 2.871407 -2.312100 0.0444 0.0082 -0.0156
H 1.060191 2.535460 -2.197970 0.0443 -0.0095 -0.0237
H 0.411687 4.016903 -1.504948 -0.0548 -0.0111 -0.0356
H -0.117706 4.055303 1.559085 0.0717 -0.0170 0.0378
H 1.484324 3.784427 0.896200 0.0129 0.0128 0.0318
H 0.879375 2.774361 2.219598 0.0332 0.0197 -0.0802
C 0.804895 -4.562871 -2.860862 0.0143 0.0350 -0.1302
Si 0.976316 -5.005359 -1.057654 -0.0901 0.0879 0.0200
C 0.824907 -6.861113 -0.931493 0.0187 -0.1147 -0.0136
C 2.653625 -4.643716 -0.348441 0.1321 0.0065 0.0095
As -0.647610 -3.593739 0.044820 0.0675 -0.2047 -0.0505
Si -0.983382 -4.781147 2.148540 0.0496 0.0993 -0.1296
C -2.789669 -4.692918 2.602957 -0.1394 0.0117 0.0322
C -0.493388 -6.568565 1.997341 0.0075 -0.1560 0.0294
C 0.032152 -4.171697 3.599145 0.0578 0.0420 0.1107
Si -2.624484 -4.515698 -1.049799 0.1355 0.0438 0.1060
C -2.507405 -4.232897 -2.899182 -0.0545 0.0765 -0.0911
C -2.757206 -6.359984 -0.837916 -0.0773 -0.1413 0.0407
C -4.201719 -3.823362 -0.312363 -0.0884 0.0845 0.0349
H 1.737710 -4.794966 -3.385822 -0.0620 0.0259 0.0098
H 0.566741 -3.507999 -3.009006 0.0135 -0.0929 0.0252
H 0.012684 -5.155253 -3.324739 0.0838 0.0408 0.0326
H 1.407107 -7.230247 -1.784818 -0.0150 -0.0272 0.0482
H -0.169424 -7.290656 -1.010665 0.0783 0.0308 -0.0193
H 1.293234 -7.246936 -0.025925 -0.0192 0.0056 -0.0837
H 3.408125 -5.075640 -1.013515 -0.0110 0.0095 0.0302
H 2.743254 -5.152015 0.614531 -0.0021 0.0419 -0.0902
H 2.889538 -3.590243 -0.207755 0.0096 -0.0325 -0.0501
H -3.380346 -5.384150 2.000569 -0.0020 0.0333 0.0248
H -3.243007 -3.704471 2.521305 -0.0003 -0.0131 0.0032
H -2.879233 -5.013750 3.646156 -0.0120 0.0137 -0.0497
H -0.938728 -7.119211 1.170935 0.0339 0.0489 0.0792
H -0.825469 -7.037058 2.932218 0.0403 -0.0165 -0.0529
H 0.591891 -6.681325 1.946517 -0.0727 0.0018 0.0207
H 0.966701 -4.733319 3.659740 -0.0151 0.0545 0.0167
H 0.263623 -3.111500 3.640070 -0.0389 -0.0526 -0.0276
H -0.548446 -4.409859 4.496896 0.0645 -0.0091 -0.0217
H -2.243114 -5.177666 -3.380926 -0.0241 0.0595 0.0036
H -1.775519 -3.491387 -3.212722 -0.0213 0.0739 0.0040
H -3.485161 -3.934817 -3.288155 0.0327 -0.0175 -0.0076
H -1.993600 -6.916637 -1.376745 -0.0667 0.0111 0.0145
H -3.721198 -6.617547 -1.294890 0.0387 -0.0084 0.0272
H -2.792873 -6.699894 0.197257 -0.0078 0.0014 -0.0710
H -4.097500 -2.896626 0.249276 0.0114 -0.0221 -0.0153
H -4.642442 -4.567326 0.352535 0.0059 0.0289 -0.0181
H -4.913657 -3.648646 -1.124200 0.0045 0.0148 0.0589
```
Forces are in eV/Å.